[1]
The following is a quantum chemistry calculation of 14 unconnected molecules or ions with the total composition C16H60N14O14 at a distorted geometry, from OMol25.

Cartesian coordinates (Å):
C 2.66282 7.06471 8.12149
C 2.29665 8.16664 9.10616
O 3.41553 8.75826 9.56180
H 2.95702 7.39432 7.13790
H 1.66027 6.61362 7.99487
H 3.36368 6.32501 8.44209
H 1.63678 7.74586 9.87702
H 1.77590 8.93410 8.54652
H 3.87616 8.17214 10.16707
C -1.59858 7.70965 16.61789
C -1.38411 8.33303 15.24472
O -2.41759 8.06189 14.40546
H -2.40163 8.29075 17.04443
H -0.66630 7.92345 17.17983
H -1.89142 6.66046 16.50981
H -0.38994 8.07923 14.91367
H -1.41223 9.41803 15.35668
H -2.11270 8.33746 13.55816
C 5.51601 6.49016 11.23316
O 6.22701 7.08038 12.25936
N 5.98515 5.79058 10.29278
N 4.18070 6.58907 11.10956
H 7.04972 5.76216 10.22189
H 5.52784 5.70683 9.37589
H 3.69096 7.17705 11.83443
H 3.60165 5.86997 10.68697
C -1.14288 4.98306 14.14310
O -0.02735 5.65512 14.59888
N -1.06750 3.81038 13.54374
N -2.38862 5.40190 14.27330
H -0.13161 3.48941 13.21256
H -1.91828 3.37015 13.14616
H -2.48555 6.36988 14.61742
H -3.23864 4.85616 14.15916
C 0.68003 5.63363 10.84693
O 1.76992 4.88019 10.55806
N -0.39925 5.41504 10.16926
N 0.52821 6.52643 11.77442
H -0.19585 4.92320 9.23839
H -1.33807 5.65184 10.39603
H 1.35217 6.61454 12.43903
H -0.28880 7.12519 11.97898
C 0.04849 1.89765 11.43973
O -0.13083 0.58000 11.66136
N -0.72929 2.66669 10.73868
N 1.08000 2.55360 11.96906
H -1.59161 2.22265 10.34651
H -0.60904 3.70118 10.67032
H 1.77086 1.97064 12.44297
H 1.45952 3.43934 11.52819
C 2.44844 9.18317 13.66590
O 2.89285 8.03803 12.97814
N 1.21178 9.56777 13.73178
N 3.34095 10.06969 14.08989
H 0.65866 8.91465 13.15408
H 0.67800 10.35665 14.24716
H 4.34140 9.79839 14.10331
H 3.22247 10.95371 14.57896
C -1.68686 8.70375 10.56123
O -1.37663 8.47032 11.94545
N -2.69180 9.49359 10.14229
N -1.07649 8.00627 9.64479
H -3.26298 9.92362 10.91067
H -2.94904 9.61776 9.12914
H -0.45858 7.33217 10.04426
H -0.96086 8.28388 8.62427
C -0.54226 4.04279 6.94084
O -0.07509 4.94482 6.00428
N 0.09761 3.82087 8.04317
N -1.66647 3.35583 6.83552
H 1.08763 4.10118 8.02915
H -0.15211 3.05090 8.70709
H -2.15699 3.43602 5.91920
H -2.16064 2.91433 7.61729
C 4.61094 3.03166 11.83818
O 5.86714 3.20566 11.23356
H 4.60832 2.21649 12.53439
H 3.77317 2.92465 11.19312
H 4.36740 3.96389 12.34130
H 5.92170 4.11735 10.91837
C 3.44856 3.38698 8.30168
O 2.68377 4.14820 7.45227
H 3.95232 3.91409 9.08164
H 4.13894 2.84706 7.69864
H 2.71979 2.68052 8.76250
H 2.93921 3.90741 6.53434
C 2.88562 4.01025 14.58004
O 2.35435 4.95282 13.71355
H 3.91461 3.79568 14.46313
H 2.45837 3.05432 14.24486
H 2.60739 4.05467 15.64838
H 1.55450 5.26837 14.10818
C -3.23304 5.97456 7.78912
O -3.10218 7.33239 8.09231
H -2.78012 5.43393 8.62793
H -2.94234 5.66721 6.81635
H -4.21717 5.68473 7.73317
H -2.49418 7.42310 8.86306
C -3.78089 6.18828 11.54366
O -3.02658 5.04091 11.67964
H -3.37382 7.11965 11.87818
H -4.85740 6.00056 11.76438
H -3.85415 6.33999 10.48533
H -2.51753 5.07789 12.53513

Forces on atoms 1 to 2 (eV/Å):
C -2.57 0.00 -0.29
C 0.11 -1.16 -1.44

Values from the calculation:
charge	0
molecular weight	672.7	g mol⁻¹
relative energy (zero: lowest compared OMol25 entry of this formula, charge and spin)	181.5	kcal per mole
frontier orbital gap	8.623	eV
largest force on an atom	10.03	eV/Å


[2]
The following is a quantum chemistry calculation of 14 unconnected molecules or ions with the total composition C16H60N8O14 at a distorted geometry, from OMol25.

Cartesian coordinates (Å):
C 10.33370 12.35456 5.59402
C 11.31303 13.47320 5.27915
O 10.62266 14.27615 4.37006
H 10.72053 11.59132 6.29446
H 10.14437 11.79106 4.63705
H 9.40835 12.72957 6.03572
H 12.30438 13.13010 5.04329
H 11.44066 14.09912 6.12608
H 10.77702 15.10913 4.70514
C 14.84056 12.34375 4.37309
C 14.99673 13.50634 3.40186
O 15.85845 14.37873 3.91894
H 14.09476 11.65914 4.00354
H 14.44610 12.64577 5.34851
H 15.74474 11.86914 4.59596
H 14.08362 14.04820 3.23009
H 15.33062 13.03874 2.49388
H 16.36234 14.69869 3.17001
C 16.81367 14.92224 0.34632
O 16.69059 15.78508 1.37145
N 17.71064 14.00872 0.24350
N 16.08946 14.91610 -0.68467
H 18.23109 13.75384 1.13560
H 17.82275 13.29844 -0.36773
H 15.33146 15.61747 -0.77587
H 16.26799 14.36752 -1.64388
C 12.97105 11.52792 7.63710
O 13.15676 10.81344 6.41917
N 13.27011 12.74969 7.77574
N 12.20200 11.01834 8.59309
H 13.60868 13.10351 6.88432
H 12.64202 13.35834 8.34398
H 11.70148 10.10831 8.41888
H 11.79046 11.48963 9.44052
C 14.59365 11.35152 -0.17170
O 13.87353 11.58812 1.00047
N 15.44553 12.16683 -0.71207
N 14.48888 10.22816 -0.85288
H 15.41321 13.12952 -0.36921
H 16.13839 12.03294 -1.41931
H 13.82080 9.50305 -0.56578
H 15.09209 10.18140 -1.68442
C 14.60503 15.49925 6.83160
O 14.12668 16.31188 7.82479
N 15.66011 14.85258 6.88062
N 13.97265 15.46145 5.67790
H 16.23922 14.88539 7.72502
H 16.11309 14.30657 6.18899
H 13.09301 16.08155 5.69636
H 14.30723 14.92145 4.84864
C 18.37535 11.70453 2.09272
O 18.65200 12.96783 2.59901
H 17.36840 11.74062 1.77734
H 18.40442 10.92613 2.79585
H 19.03583 11.42688 1.28188
H 18.53928 13.03697 3.50393
C 13.46103 16.56886 2.81018
O 13.57125 16.21147 1.45338
H 12.94497 15.76557 3.30897
H 12.95881 17.49394 2.83655
H 14.36505 16.73572 3.42145
H 14.24921 15.51376 1.28501
C 15.61904 9.24745 2.58373
O 14.89328 8.85246 3.75096
H 16.69133 9.32474 2.64213
H 15.29226 10.17525 2.28895
H 15.27931 8.62336 1.73217
H 14.04387 9.35280 3.76731
C 17.02176 17.65751 4.21365
O 16.66804 17.29831 5.54399
H 16.58318 17.12256 3.38662
H 18.06477 17.86166 4.07243
H 16.67219 18.59460 3.89652
H 15.95327 16.72697 5.60658
C 11.88741 9.98329 3.20827
O 12.16453 9.41983 4.44834
H 10.87004 10.34881 3.32442
H 11.81695 9.30838 2.33184
H 12.48241 10.86712 3.03422
H 11.99125 10.07511 5.14517
C 16.75175 11.37280 7.45974
O 15.81550 10.29317 7.51757
H 17.49677 11.29899 6.72299
H 17.26038 11.56974 8.40818
H 16.11525 12.22049 7.38352
H 15.30347 10.38962 8.32865
C 11.19725 13.18300 1.46800
O 11.07769 13.39254 0.08354
H 11.11671 12.19062 1.78179
H 10.35387 13.74448 1.94098
H 12.14568 13.64761 1.88585
H 11.44307 14.23467 -0.08066
C 18.91371 14.62005 4.99011
O 18.09655 13.63939 5.53264
H 19.83164 14.14664 4.54787
H 19.17910 15.33209 5.79327
H 18.57776 15.15248 4.12727
H 18.59839 12.96187 5.99988

Forces on atoms 1 to 2 (eV/Å):
C 0.54 -1.61 -0.24
C -1.55 -1.07 1.23

Values from the calculation:
charge	0
molecular weight	588.7	g mol⁻¹
relative energy (zero: lowest compared OMol25 entry of this formula, charge and spin)	302.8	kcal per mole
frontier orbital gap	8.570	eV
largest force on an atom	10.05	eV/Å


[3]
The following is a quantum chemistry calculation of a molecular structure, C16H64B8Ca3O4 at a distorted geometry, from OMol25.

Cartesian coordinates (Å):
Ca 3.41346 -0.12736 -0.52894
Ca -0.54518 -2.72285 0.44528
Ca 2.64948 -1.29389 3.02464
B 3.67717 -2.51424 0.93863
H 4.34513 -2.41790 1.83457
H 3.20380 -3.56328 0.96790
H 2.93451 -1.70365 0.92152
H 4.29255 -2.40053 0.00960
B 0.47040 -2.90137 2.87368
H 0.78813 -3.83243 3.48137
H 0.51537 -1.99701 3.51735
H 1.18066 -2.76187 2.04881
H -0.52088 -3.14636 2.41016
B 1.93251 0.40166 4.74818
H 2.72844 -0.37790 4.70334
H 1.40587 0.35179 5.77742
H 2.45567 1.42960 4.80546
H 1.35412 0.23532 3.80421
B 3.35894 -1.34821 -2.86767
H 2.62547 -0.67778 -2.35963
H 3.01137 -1.85098 -3.85070
H 4.44057 -0.96920 -3.04780
H 3.38745 -2.18042 -2.11236
B 0.72115 -0.66041 0.11112
H 1.31447 0.24923 -0.12536
H -0.36547 -0.56752 -0.08460
H 1.08149 -1.52665 -0.49091
H 0.83142 -0.89904 1.19638
B 0.44327 -4.82153 -0.56672
H 0.37643 -4.72193 0.54570
H -0.49048 -4.41212 -1.03578
H 1.33624 -4.13703 -0.83944
H 0.69506 -5.92857 -0.77217
B 2.84631 2.07088 -1.46550
H 3.12274 2.26397 -0.40037
H 2.35860 3.02206 -1.90443
H 3.83787 1.93439 -1.97171
H 2.12803 1.23336 -1.57270
B 3.87294 0.71749 1.91208
H 2.89035 0.32456 1.62067
H 4.19454 -0.01121 2.69498
H 4.61733 0.66893 1.07951
H 3.81973 1.78117 2.34516
C -1.22374 1.93218 -3.00976
C -2.60234 2.59160 -2.75865
C -2.29217 4.10764 -2.79780
O -1.06830 4.21509 -3.49443
C -0.26527 3.07731 -3.11156
H -1.12548 1.27732 -3.87510
H -1.00338 1.37887 -2.09402
H -2.95285 2.24694 -1.78813
H -3.28694 2.41687 -3.58981
H -2.13764 4.42050 -1.75970
H -3.11631 4.58855 -3.31814
H 0.16082 3.35138 -2.14117
H 0.59191 2.92184 -3.76204
C -0.63062 2.37965 1.07922
C -2.00355 3.07269 1.18881
C -1.64974 4.55644 0.96089
O -0.28178 4.69280 0.61915
C 0.36327 3.54001 1.14726
H -0.59448 1.86129 0.12394
H -0.45846 1.68132 1.89633
H -2.39727 2.93461 2.19343
H -2.61403 2.65778 0.38603
H -1.69575 4.97386 1.98956
H -2.43783 5.21110 0.58067
H 0.66955 3.77110 2.17789
H 1.29473 3.42417 0.59188
C -3.21258 -0.08883 3.52911
C -4.28427 -0.53632 2.52708
C -3.46766 -0.72996 1.24215
O -2.19229 -1.19437 1.67912
C -1.99905 -0.88713 3.06806
H -3.52643 -0.28631 4.55160
H -3.02342 0.97852 3.40808
H -5.05140 0.21404 2.32834
H -4.74744 -1.49187 2.77690
H -3.38933 0.21641 0.69268
H -3.87303 -1.42807 0.50591
H -1.12691 -0.24943 3.19867
H -1.92318 -1.78303 3.67810
C -2.33080 -2.08299 -3.90028
C -0.84186 -2.52589 -4.06385
C -0.10199 -1.96043 -2.86437
O -1.13519 -2.15909 -1.83109
C -2.32124 -1.63750 -2.41624
H -3.09436 -2.80206 -4.18503
H -2.42996 -1.22785 -4.57279
H -0.35369 -2.13021 -4.95746
H -0.84024 -3.61310 -4.11894
H 0.09683 -0.89433 -2.75469
H 0.75252 -2.55311 -2.54678
H -2.43042 -0.55091 -2.38971
H -3.13200 -2.09017 -1.84028

Forces on atoms 1 to 2 (eV/Å):
Ca 0.31 -0.58 -0.84
Ca 0.49 0.15 -0.90

Values from the calculation:
charge	-2
molecular weight	527.4	g mol⁻¹
frontier orbital gap	7.248	eV
largest force on an atom	3.48	eV/Å


[4]
The following is a quantum chemistry calculation of 16 unconnected molecules or ions with the total composition C16H64N32O16 at a distorted geometry, from OMol25.

Cartesian coordinates (Å):
C 1.68314 -1.65161 4.44246
O 2.38115 -2.48058 4.92989
N 0.51064 -1.24969 4.90286
N 1.81983 -1.10215 3.28836
H 0.07857 -0.56004 4.30470
H 0.19927 -1.81498 5.67978
H 2.60411 -1.19709 2.65908
H 1.34293 -0.21618 3.20050
C -3.00714 -1.16040 4.24049
O -3.20891 -0.77929 5.35390
N -3.42903 -2.32155 3.83071
N -2.48636 -0.47197 3.26988
H -3.93687 -2.95485 4.43164
H -3.01388 -2.71104 2.99641
H -2.04072 0.41864 3.43814
H -2.14702 -1.15631 2.60910
C 0.33930 -2.97772 -5.04229
O 0.16636 -3.96123 -5.65461
N 1.49606 -2.40691 -4.94126
N -0.56713 -2.38175 -4.31353
H 1.42162 -1.43668 -4.67067
H 2.32838 -2.90139 -5.22906
H -1.44688 -2.87788 -4.31252
H -0.18092 -1.71489 -3.66066
C -2.87551 1.50172 -2.70510
O -2.81639 1.73594 -1.52515
N -3.82571 1.97494 -3.45078
N -2.27535 0.43650 -3.21777
H -4.25458 2.83241 -3.13314
H -3.88644 1.70354 -4.42174
H -1.81799 -0.10011 -2.49461
H -2.30239 0.33762 -4.22256
C 2.02149 4.65783 1.13942
O 0.80158 4.36968 1.18254
N 2.74742 5.47288 2.01100
N 2.70762 4.44981 0.01180
H 2.37807 5.70001 2.92319
H 3.67413 5.86168 1.91024
H 2.37257 3.77705 -0.66291
H 3.68833 4.67047 0.10977
C -0.37287 -0.06468 -0.04554
O -0.42051 -0.66409 -1.07696
N -0.79215 1.16562 0.22856
N -0.09726 -0.58085 1.09548
H -1.36615 1.59560 -0.48259
H -0.38429 1.68382 0.99356
H 0.31862 -1.50091 1.07019
H -0.22117 -0.11978 1.98551
C -2.90696 -3.01772 -1.22123
O -2.41526 -4.08302 -1.38750
N -2.66351 -2.31226 -0.14653
N -3.69834 -2.43980 -2.10393
H -1.95612 -2.65427 0.48808
H -3.13496 -1.42448 -0.04809
H -3.71969 -2.92899 -2.98729
H -4.06446 -1.53513 -1.84387
C 1.18046 2.18498 3.68713
O 0.35564 1.46992 3.24957
N 2.35828 2.21935 3.13848
N 1.22968 3.02691 4.69444
H 3.07136 2.73788 3.63117
H 2.50749 1.91929 2.18570
H 2.03701 3.56559 4.97400
H 0.40156 3.07632 5.27053
C 0.73838 4.58185 -3.00701
O 0.74093 5.64542 -3.62742
N 1.67463 3.75773 -2.98505
N -0.23573 4.43584 -2.12236
H 2.55460 3.93567 -3.44776
H 1.70958 3.01021 -2.30674
H -1.06916 4.99820 -2.21852
H -0.07700 3.73566 -1.41196
C 3.98553 -2.71886 0.53121
O 2.84162 -2.23745 0.56178
N 4.99798 -2.37438 1.28127
N 4.21385 -3.81446 -0.18542
H 5.80510 -2.76075 0.81288
H 5.02954 -1.54920 1.86280
H 3.44311 -4.33820 -0.57496
H 5.13869 -4.22038 -0.18299
C 1.71743 0.63311 -4.51917
O 2.77555 0.23708 -4.22095
N 0.84555 0.76220 -3.61808
N 1.24551 0.78741 -5.73480
H -0.13579 0.86623 -3.83313
H 1.13268 0.79483 -2.65031
H 1.76620 0.70597 -6.59640
H 0.25709 0.99467 -5.72227
C -4.80471 0.14237 0.53147
O -4.90667 -0.46774 -0.56326
N -4.19633 1.30905 0.57397
N -5.10919 -0.42066 1.64632
H -3.81131 1.55195 -0.32761
H -3.89278 1.69996 1.45440
H -5.24442 0.17897 2.44772
H -5.56306 -1.31594 1.53422
C 1.14303 -4.45521 -1.85305
O 2.23378 -4.95724 -2.07863
N 0.01104 -5.06374 -2.15621
N 0.92815 -3.25096 -1.48208
H 0.04867 -6.04393 -1.91558
H -0.85732 -4.55912 -2.04939
H 1.63386 -2.53760 -1.59691
H -0.01093 -2.88084 -1.44687
C -0.33280 -4.23385 1.81078
O -0.92724 -3.24046 2.14166
N 0.92000 -4.31626 2.11558
N -0.90553 -5.28914 1.35542
H 1.63397 -5.00939 1.94259
H 1.22499 -3.58837 2.74585
H -1.86807 -5.20572 1.06105
H -0.36747 -6.06414 0.99492
C 3.09800 1.30182 -0.44934
O 2.38477 1.73859 -1.29494
N 2.65648 0.55927 0.53283
N 4.40788 1.57098 -0.40959
H 3.32353 0.24959 1.22510
H 1.70936 0.20952 0.50587
H 4.91300 1.12713 0.34403
H 4.92486 2.22480 -0.97999
C -2.74299 4.45820 1.53867
O -3.94151 4.55987 1.37450
N -2.15190 4.39988 2.65361
N -1.95359 4.09678 0.59710
H -1.15683 4.37433 2.82472
H -2.73874 4.44260 3.47452
H -2.31126 4.15806 -0.34546
H -0.98574 4.04499 0.88115

Forces on atoms 1 to 2 (eV/Å):
C -1.03 -0.88 1.00
O 2.07 -2.29 1.43

Values from the calculation:
charge	0
molecular weight	960.9	g mol⁻¹
relative energy (zero: lowest compared OMol25 entry of this formula, charge and spin)	208.5	kcal per mole
frontier orbital gap	8.046	eV
largest force on an atom	8.14	eV/Å


Number 1: HOMO energy -8.685 eV. Number 2: HOMO energy -9.039 eV. Number 3: HOMO energy -3.644 eV. Number 4: HOMO energy -8.831 eV.